Entry 1:
This record from the Open Molecules 2025 dataset describes a single C5H7NO molecule at a distorted geometry. The level of theory is the ωB97M-V functional and the def2-TZVPD basis.

## Properties
* multiplicity: 1
* energy relative to the best compared isomer or geometry (same formula, charge and spin): 24.5 kcal per mole
* SMILES string: CC(=O)[C@@H](C)C#N
* E_tot: -8835.143 eV
* frontier orbital gap: 10.70 eV

Geometry (Å):
O -0.65367 1.29657 1.04875
N -2.08651 -1.17285 -0.54193
C -0.96187 -1.20904 -0.25459
C -0.25342 0.79360 0.02991
C 0.97229 -1.04933 1.41976
C 0.36712 -0.67610 0.06345
C -0.39278 1.43100 -1.33642
H 0.42566 -0.50379 2.19013
H -0.12749 0.74032 -2.13935
H 2.02379 -0.74487 1.45309
H 1.05787 -0.89534 -0.76544
H -1.39591 1.82439 -1.53333
H 0.29890 2.27708 -1.33198
H 0.93554 -2.11887 1.65248

Entry 2:
This record from the Open Molecules 2025 dataset describes a single C5H7NO molecule at a distorted geometry. The level of theory is the ωB97M-V functional and the def2-TZVPD basis.

## Properties
* multiplicity: 1
* energy relative to the best compared isomer or geometry (same formula, charge and spin): 61.1 kcal per mole
* SMILES string: Cc1cocc1N
* E_tot: -8833.554 eV
* frontier orbital gap: 9.26 eV

Geometry (Å):
O 0.94263 -2.07431 -0.51522
N 1.27248 1.57485 -0.19008
C -0.28877 -1.71877 -0.17403
C -1.72147 0.28938 0.48209
C 0.78714 0.24638 -0.23791
C 1.75896 -0.59301 -0.62917
C -0.45782 -0.38049 0.05335
H -2.58263 -0.16825 -0.01346
H 1.01048 2.15827 -0.96806
H -1.70107 1.35027 0.21551
H -1.13461 -2.42827 -0.11253
H 1.23575 2.02417 0.70874
H -1.88055 0.21782 1.56499
H 2.75951 -0.49805 -0.18422